A | Molecular formula: C3H14O5
Method: DFT, ωB97M-V with the def2-TZVPD basis set

## Properties
molar mass	130.140	g/mol
highest occupied orbital energy	-8.338	eV
gap between HOMO and LUMO	3.37	eV
LUMO	-0.1825	hartree

Each atom is followed by the atoms it is bonded to, with distances in Å.
Atoms and positions in Å:
1 C 0.42 1.75 2.13  C3 1.392, H5 1.084, H6 1.108
2 O 1.11 -0.86 0.56  H7 0.923, H21 1.021
3 C 0.63 2.63 1.07  C1 1.392, C4 1.430, H8 1.089
4 C -0.29 3.05 0.06  C3 1.430, H9 1.091, H10 1.098
5 H -0.58 1.45 2.43  C1 1.084
6 H 1.21 1.76 2.91  C1 1.108
7 H 0.80 -0.30 1.23  O2 0.923
8 H 1.61 3.10 1.04  C3 1.089
9 H 0.03 3.90 -0.55  C4 1.091
10 H -1.36 2.83 0.16  C4 1.098
11 H 0.81 -3.80 0.17  O13 0.953
12 H 0.41 -2.28 0.44  O13 1.044
13 O 0.07 -3.27 0.47  H11 0.953, H12 1.044
14 H 0.23 -0.14 -1.96  O22 1.039
15 H -1.26 -1.39 -2.88  O16 0.922
16 O -0.73 -1.25 -2.14  H15 0.922
17 H -1.51 -1.24 -0.77  O19 0.990
18 H -1.82 -2.04 0.48  O19 0.975
19 O -1.91 -1.13 0.13  H17 0.990, H18 0.975
20 H 0.34 1.30 -1.29  O22 0.947
21 H 1.03 -0.36 -0.32  O2 1.021
22 O 0.88 0.59 -1.60  H14 1.039, H20 0.947

Results of the Löwdin charge analysis, in e, for atoms 1 through 5: 0.18 -0.05 -0.16 0.21 0.10

B | Molecular formula: C3H14O5
Method: DFT, ωB97M-V with the def2-TZVPD basis set

## Properties
molar mass	130.140	g/mol
highest occupied orbital energy	-8.528	eV
gap between HOMO and LUMO	8.94	eV
LUMO	0.0153	hartree

Each atom is followed by the atoms it is bonded to, with distances in Å.
Atoms and positions in Å:
1 C 0.60 0.19 -1.48  C2 1.504, H5 1.089, H6 1.096, H7 1.088
2 C -0.28 1.40 -1.63  C1 1.504, C3 1.330, H8 1.082
3 C -1.52 1.24 -2.10  C2 1.330, O4 1.374, H9 1.079
4 O -2.41 2.28 -2.22  C3 1.374, H10 0.962
5 H 1.66 0.29 -1.30  C1 1.089
6 H 0.29 -0.29 -0.54  C1 1.096
7 H 0.49 -0.51 -2.31  C1 1.088
8 H 0.01 2.42 -1.44  C2 1.082
9 H -2.01 0.35 -2.46  C3 1.079
10 H -2.04 3.12 -1.93  O4 0.962
11 O -0.33 -3.58 1.07  H12 0.959, H13 0.962
12 H 0.34 -3.16 0.53  O11 0.959
13 H -0.41 -3.11 1.90  O11 0.962
14 O 3.52 -0.99 -0.16  H15 0.962, H16 0.959
15 H 4.20 -0.77 -0.80  O14 0.962
16 H 3.93 -1.13 0.69  O14 0.959
17 O 0.41 1.61 2.78  H18 0.965, H19 0.966
18 H 0.86 0.77 2.64  O17 0.965
19 H 0.42 1.72 3.74  O17 0.966
20 O -0.90 -1.10 2.05  H21 0.965, H22 0.965
21 H -1.77 -1.27 2.43  O20 0.965
22 H -1.12 -0.85 1.14  O20 0.965

Results of the Löwdin charge analysis, in e, for atoms 1 through 5: -0.11 -0.15 -0.22 -0.02 0.05

B ends up most stable, edging out the next structure by 481.2 kJ/mol.